No. 1
DFT (the ωB97M-V functional and the def2-TZVPD basis) results for a molecular structure, C2H3N4 at a distorted geometry.

```
9
Properties=species:S:1:pos:R:3
C -0.911 -0.988 0.113
C 1.399 -0.057 0.057
N -2.100 0.569 -0.005
N -1.282 1.337 0.015
N -2.193 -0.706 0.045
N 0.019 -0.274 0.208
H 1.583 1.025 0.116
H 2.043 -0.891 0.449
H 1.442 -0.014 -0.997
```

The spin multiplicity is 3. The total energy is -8067.1712 eV. Its HOMO-LUMO gap (spin up / spin down) is 9.64 / 8.00 eV. The energy relative to the best compared isomer or geometry (same formula, charge and spin) is 43.0 kcal/mol. As for the charge: +1. The calculation puts the HOMO energy (spin up / spin down) at -15.402 / -17.908 eV. The calculation puts the LUMO energy (spin up / spin down) at -5.76 / -9.90 eV.

No. 2
DFT (the ωB97M-V functional and the def2-TZVPD basis) results for a molecular structure, C16H9IrN2O4S at a distorted geometry.

```
33
Properties=species:S:1:pos:R:3
Ir 0.512 -0.517 -0.642
S 3.389 2.603 -2.231
C 4.353 1.506 -1.333
C 3.628 0.502 -0.769
C 2.240 0.580 -1.038
C 1.957 1.683 -1.838
C 0.639 2.026 -2.289
C 0.339 3.128 -3.098
C -0.965 3.360 -3.481
C -1.960 2.484 -3.056
C -1.601 1.417 -2.254
N -0.347 1.194 -1.875
H 5.412 1.667 -1.271
H 4.078 -0.278 -0.179
H 1.138 3.780 -3.412
H -1.214 4.208 -4.101
H -2.990 2.625 -3.338
H -2.342 0.713 -1.902
O -2.222 -4.057 4.817
C -1.999 -2.883 4.954
O -2.074 -2.020 5.796
C -1.402 -2.227 3.552
C -1.090 -0.878 3.523
C -0.592 -0.349 2.347
N -0.409 -1.098 1.259
C -0.728 -2.396 1.304
C -1.234 -3.015 2.438
C -0.539 -3.212 0.000
O -0.877 -4.373 -0.013
O -0.047 -2.539 -0.951
H -1.237 -0.267 4.399
H -0.336 0.701 2.269
H -1.479 -4.066 2.411
```

The total energy is -41578.7948 eV. Its HOMO-LUMO gap (spin up / spin down) is 4.37 / 4.34 eV. The energy relative to the best compared isomer or geometry (same formula, charge and spin) is 31.8 kcal/mol. As for the charge: 0. The calculation puts the HOMO energy (spin up / spin down) at -7.546 / -7.546 eV. The calculation puts the LUMO energy (spin up / spin down) at -3.17 / -3.21 eV.

No. 3
DFT (the ωB97M-V functional and the def2-TZVPD basis) results for 28 unconnected molecules or ions with the total composition C68H209N17O28 at a distorted geometry.

```
322
Properties=species:S:1:pos:R:3
O -6.127 4.895 4.768
H -6.700 5.627 4.995
H -6.032 4.950 3.817
O 2.911 4.878 -1.242
H 2.907 4.235 -0.532
H 1.991 5.114 -1.357
O 4.484 1.980 3.411
H 3.833 2.031 2.712
H 4.103 2.482 4.131
O 0.890 0.755 -2.526
H 0.102 0.294 -2.237
H 1.493 0.059 -2.786
O -1.454 -0.425 -2.187
H -2.406 -0.463 -2.091
H -1.164 -1.328 -2.058
O -4.025 -0.829 -1.771
H -4.342 -1.704 -1.544
H -4.718 -0.457 -2.316
O 2.819 2.878 1.643
H 2.181 2.484 1.048
H 2.292 3.227 2.362
O 0.028 5.145 -1.481
H -0.775 5.267 -0.973
H -0.176 4.431 -2.084
O -5.318 5.612 2.356
H -4.969 6.342 1.846
H -4.628 4.949 2.330
O -3.221 3.914 2.551
H -2.808 3.112 2.233
H -3.262 3.803 3.501
O 5.613 -0.615 4.888
H 4.962 -1.316 4.878
H 5.375 -0.056 4.148
C 7.734 1.430 1.658
C 8.147 1.927 3.010
C 9.529 2.660 3.068
O 10.710 1.810 2.944
C 11.863 2.486 2.619
N 7.120 2.740 3.592
H 7.815 2.178 0.870
H 6.692 1.117 1.723
H 8.279 0.497 1.514
H 8.240 1.085 3.696
H 9.514 3.252 3.983
H 9.550 3.352 2.226
H 12.446 1.681 2.171
H 12.358 2.882 3.506
H 11.719 3.204 1.812
H 6.237 2.283 3.416
H 7.136 3.578 3.029
C 5.303 -0.984 -4.519
C 3.910 -1.580 -4.386
C 3.877 -3.108 -4.492
O 4.425 -3.447 -5.772
C 4.544 -4.824 -5.939
N 3.413 -1.139 -3.172
H 5.952 -1.382 -3.739
H 5.308 0.095 -4.364
H 5.661 -1.292 -5.501
H 3.297 -1.163 -5.184
H 2.916 -3.570 -4.263
H 4.543 -3.404 -3.683
H 3.526 -5.201 -6.039
H 5.133 -5.267 -5.136
H 4.944 -5.078 -6.921
H 3.718 -0.185 -3.044
H 3.750 -1.569 -2.322
C 2.087 2.574 7.042
C 2.167 2.992 5.588
C 1.198 3.993 5.031
O 1.371 4.020 3.619
C 0.220 4.557 3.003
N 3.533 3.421 5.553
H 2.327 3.470 7.615
H 2.781 1.740 7.147
H 1.085 2.271 7.344
H 2.134 2.049 5.043
H 1.286 5.019 5.389
H 0.190 3.648 5.262
H 0.464 4.625 1.943
H -0.008 5.564 3.351
H -0.710 4.003 3.136
H 3.720 3.931 6.404
H 3.631 4.182 4.896
C -6.741 2.206 -3.749
C -6.275 1.249 -2.673
C -7.132 1.459 -1.400
O -6.933 2.812 -0.950
C -7.639 3.059 0.257
N -6.337 -0.143 -3.075
H -6.167 2.208 -4.676
H -6.880 3.224 -3.383
H -7.730 1.957 -4.133
H -5.279 1.629 -2.448
H -6.740 0.746 -0.675
H -8.182 1.225 -1.570
H -7.715 2.163 0.873
H -8.695 3.314 0.164
H -7.319 3.919 0.846
H -5.836 -0.259 -3.944
H -7.287 -0.261 -3.396
C 8.002 -4.330 -0.467
C 8.332 -3.092 0.373
C 7.404 -2.788 1.552
O 6.178 -2.323 0.955
C 5.186 -1.794 1.817
N 9.684 -3.391 0.860
H 8.897 -4.548 -1.050
H 7.177 -4.111 -1.145
H 7.789 -5.195 0.162
H 8.373 -2.127 -0.134
H 7.826 -1.966 2.131
H 7.323 -3.673 2.182
H 5.110 -2.531 2.617
H 4.310 -1.728 1.172
H 5.526 -0.818 2.164
H 10.081 -2.658 1.430
H 10.272 -3.374 0.039
C -2.893 2.878 -1.051
C -3.207 4.326 -1.184
C -4.694 4.756 -1.091
O -4.783 6.186 -1.152
C -5.125 6.673 -2.480
N -2.516 5.042 -0.122
H -3.370 2.328 -1.862
H -3.213 2.440 -0.105
H -1.835 2.615 -1.068
H -2.757 4.688 -2.109
H -5.111 4.542 -0.107
H -5.242 4.203 -1.855
H -4.315 6.559 -3.200
H -5.245 7.756 -2.492
H -5.994 6.153 -2.884
H -2.668 4.548 0.746
H -3.055 5.896 -0.144
C 1.562 -0.262 1.051
C 0.243 0.593 0.876
C -0.369 1.070 2.240
O -1.710 1.561 1.974
C -2.720 0.543 1.875
N 0.625 1.716 0.050
H 2.263 -0.255 0.216
H 1.270 -1.296 1.233
H 2.094 0.113 1.925
H -0.499 -0.005 0.345
H 0.192 1.804 2.819
H -0.371 0.215 2.917
H -3.634 1.123 1.749
H -2.832 -0.088 2.757
H -2.597 -0.093 0.999
H 0.661 1.515 -0.939
H -0.126 2.388 0.117
C 2.587 -0.627 4.599
C 2.318 -2.129 4.967
C 1.569 -2.972 3.914
O 0.346 -2.267 3.726
C -0.608 -3.007 2.997
N 3.682 -2.633 5.173
H 3.021 -0.163 5.484
H 1.641 -0.085 4.619
H 3.178 -0.503 3.691
H 1.765 -2.142 5.906
H 1.399 -3.982 4.286
H 2.098 -3.052 2.964
H -1.487 -2.363 2.994
H -0.980 -3.963 3.366
H -0.285 -3.019 1.956
H 3.712 -3.597 4.873
H 3.883 -2.614 6.162
C -0.675 -5.587 -1.334
C -0.487 -4.071 -1.302
C 1.005 -3.764 -1.603
O 1.919 -4.314 -0.644
C 3.211 -3.732 -0.805
N -1.370 -3.435 -2.287
H -0.126 -6.163 -0.589
H -0.370 -5.904 -2.331
H -1.719 -5.892 -1.254
H -0.787 -3.696 -0.323
H 1.100 -2.679 -1.637
H 1.243 -4.077 -2.619
H 3.929 -4.034 -0.042
H 3.291 -2.645 -0.786
H 3.603 -4.042 -1.774
H -2.315 -3.645 -1.997
H -1.143 -3.891 -3.159
C -6.153 -4.507 -4.904
C -5.373 -3.518 -3.989
C -4.897 -4.264 -2.708
O -4.188 -3.495 -1.728
C -4.258 -3.964 -0.419
N -4.210 -3.041 -4.712
H -6.699 -3.910 -5.634
H -6.888 -5.173 -4.450
H -5.465 -5.180 -5.416
H -5.954 -2.646 -3.688
H -4.168 -5.005 -3.035
H -5.737 -4.829 -2.305
H -3.989 -5.020 -0.394
H -5.253 -3.878 0.018
H -3.588 -3.451 0.271
H -3.770 -2.530 -3.959
H -3.522 -3.748 -4.929
C 0.446 -6.046 -5.495
C -0.880 -5.499 -6.063
C -0.866 -3.942 -6.262
O -0.580 -3.375 -5.039
C -0.210 -2.058 -5.136
N -1.130 -6.185 -7.301
H 0.572 -5.693 -4.472
H 1.215 -5.623 -6.141
H 0.636 -7.119 -5.533
H -1.655 -5.853 -5.383
H -1.867 -3.717 -6.629
H -0.105 -3.837 -7.035
H -1.039 -1.439 -5.478
H 0.621 -1.874 -5.817
H 0.021 -1.853 -4.090
H -1.937 -5.749 -7.723
H -0.397 -5.870 -7.921
C -4.707 1.686 5.120
C -3.523 2.381 5.845
C -2.150 1.639 5.690
O -2.307 0.390 6.308
C -1.323 -0.566 5.865
N -3.381 3.714 5.209
H -5.003 0.805 5.689
H -4.433 1.336 4.125
H -5.525 2.404 5.175
H -3.815 2.391 6.895
H -1.317 2.162 6.160
H -1.896 1.457 4.646
H -1.238 -0.575 4.779
H -1.670 -1.565 6.126
H -0.337 -0.404 6.302
H -4.221 4.271 5.263
H -2.743 4.223 5.804
C -6.647 -5.933 1.732
C -5.357 -5.875 2.513
C -5.431 -5.094 3.889
O -5.410 -3.732 3.522
C -5.780 -2.814 4.544
N -4.930 -7.254 2.860
H -7.280 -6.777 2.007
H -6.445 -5.820 0.667
H -7.197 -5.017 1.951
H -4.596 -5.447 1.860
H -4.516 -5.244 4.461
H -6.298 -5.395 4.477
H -6.846 -2.785 4.767
H -5.580 -1.799 4.202
H -5.155 -2.974 5.424
H -4.990 -7.908 2.093
H -3.995 -7.284 3.242
C -2.024 2.057 -4.846
C -0.890 3.146 -4.701
C -1.241 4.612 -5.114
O -1.346 4.893 -6.480
C -0.141 4.855 -7.161
N -0.465 3.093 -3.344
H -2.342 1.881 -5.874
H -2.831 2.362 -4.180
H -1.671 1.143 -4.367
H -0.053 2.814 -5.315
H -0.492 5.288 -4.699
H -2.136 4.925 -4.576
H 0.451 5.758 -7.009
H -0.297 4.912 -8.238
H 0.521 3.996 -7.051
H -1.165 2.559 -2.849
H 0.291 2.426 -3.277
C -6.758 -0.445 8.190
C -5.447 -0.034 8.821
C -5.464 -0.428 10.317
O -4.211 -0.060 10.900
C -4.214 -0.223 12.342
N -4.348 -0.687 8.146
H -7.590 0.094 8.641
H -7.017 -1.490 8.360
H -6.794 -0.266 7.115
H -5.316 1.035 8.657
H -5.485 -1.517 10.371
H -6.299 0.015 10.861
H -3.148 -0.089 12.527
H -4.502 -1.246 12.582
H -4.665 0.549 12.965
H -3.518 -0.392 8.641
H -4.123 -0.238 7.270
C 6.507 3.195 -4.328
C 5.314 3.400 -3.359
C 5.315 2.563 -2.127
O 5.423 1.166 -2.292
C 5.749 0.468 -1.099
N 5.239 4.793 -3.010
H 7.415 3.670 -3.956
H 6.119 3.571 -5.275
H 6.746 2.141 -4.474
H 4.417 3.116 -3.910
H 4.463 2.821 -1.499
H 6.186 2.931 -1.584
H 5.092 0.479 -0.229
H 6.708 0.827 -0.725
H 5.874 -0.512 -1.558
H 4.510 4.869 -2.315
H 4.875 5.345 -3.773
C 1.162 -1.391 -9.153
C 1.169 0.126 -9.383
C 1.168 0.904 -7.989
O 2.292 0.446 -7.144
C 2.642 1.380 -6.154
N 2.514 0.264 -10.002
H 1.875 -1.771 -8.422
H 1.350 -1.885 -10.107
H 0.175 -1.776 -8.898
H 0.342 0.364 -10.053
H 0.173 0.845 -7.548
H 1.381 1.934 -8.275
H 1.941 1.345 -5.320
H 2.709 2.420 -6.474
H 3.627 1.066 -5.807
H 3.201 -0.254 -9.473
H 2.971 1.127 -9.745
```

The total energy is -156557.4081 eV. Its HOMO-LUMO gap is 8.20 eV. As for the charge: 0. The calculation puts the HOMO energy at -8.143 eV. The calculation puts the LUMO energy at 0.06 eV.

No. 4
DFT (the ωB97M-V functional and the def2-TZVPD basis) results for 3 unconnected molecules or ions with the total composition C5H17N2O at a distorted geometry.

```
25
Properties=species:S:1:pos:R:3
C -1.463 -0.363 0.819
N -2.741 0.220 0.364
C -3.250 -0.308 -0.913
C -0.314 -0.239 -0.114
N 2.290 -1.752 0.916
C 1.088 1.758 0.511
C 0.181 1.073 -0.547
H -1.729 -1.412 0.988
H -1.272 0.096 1.794
H -2.686 1.231 0.335
H -3.490 -1.366 -0.799
H -4.177 0.203 -1.157
H -2.542 -0.171 -1.730
H -0.265 -1.011 -0.885
H 2.427 -1.437 1.874
H 2.363 -2.760 0.902
H 1.355 -1.469 0.655
H 1.401 2.748 0.179
H 0.606 1.861 1.482
H 2.018 1.201 0.634
H 0.783 0.945 -1.447
H -0.644 1.757 -0.790
H 3.928 -0.119 -1.544
H 2.994 -0.734 -0.491
O 3.137 0.048 -1.037
```

The total energy is -10478.8994 eV. Its HOMO-LUMO gap is 6.74 eV. The energy relative to the best compared isomer or geometry (same formula, charge and spin) is 93.1 kcal/mol. As for the charge: +1. The calculation puts the HOMO energy at -14.059 eV. The calculation puts the LUMO energy at -7.32 eV.